126
Properties=species:S:1:pos:R:3 method="wB97M-V/def2-TZVPD" lumo_energy_ha=-0.155 total_charge=+1 orbital_gap_ev=6.321 energy_ha=-3867.623212 homo_energy_ev=-10.55
C 3.47896 1.55991 0.68158
C 3.65953 1.81570 2.32100
C 3.81853 0.33193 2.99766
C 2.33869 2.66210 2.79479
C 2.84563 4.24174 2.97187
C 1.66792 2.17633 4.20934
O 0.86887 0.94307 4.13147
S -0.77929 1.21175 4.47514
N -1.54435 -0.38344 4.26834
C -1.47338 2.45852 3.26026
C -1.30033 2.04325 1.68044
O -0.80670 2.99346 0.84600
I -1.82708 0.11990 0.77480
H 4.45037 1.13859 0.17584
H 3.13909 2.57376 0.16042
H 2.56122 0.82369 0.55500
H 4.67908 2.37585 2.46443
H 2.89569 -0.31711 2.61647
H 4.77961 -0.26314 2.63061
H 3.79693 0.33811 4.18993
H 1.54942 2.62116 1.91924
H 3.92482 4.42088 2.49906
H 2.93793 4.56774 4.09882
H 2.13605 5.00935 2.41557
H 0.92926 3.02572 4.59492
H 2.54148 2.14059 5.00739
H -2.46134 -0.28700 3.76334
H -0.87488 -0.95689 3.67289
H -2.60017 2.75747 3.51689
H -0.85552 3.46540 3.41832
F 2.20228 -2.47679 0.42964
C 1.20880 -3.34627 0.65685
C -0.08279 -3.03120 0.24921
C -1.11660 -3.93845 0.48098
C -0.84881 -5.14719 1.12828
C 0.45002 -5.45208 1.53815
C 1.48541 -4.54959 1.29625
H -0.27330 -2.08396 -0.24465
H -2.12847 -3.70495 0.15920
H -1.65625 -5.85257 1.31284
H 0.65529 -6.39167 2.04544
H 2.50240 -4.77440 1.60010
F -0.89325 6.25986 2.90063
C -0.79754 6.77571 1.66801
C -0.66773 5.92273 0.57749
C -0.57322 6.45923 -0.70657
C -0.59863 7.84463 -0.88487
C -0.72414 8.69265 0.21651
C -0.82986 8.15549 1.49921
H -0.64145 4.84960 0.73608
H -0.47927 5.80063 -1.56644
H -0.52039 8.26279 -1.88617
H -0.73954 9.77071 0.07564
H -0.93700 8.79972 2.36559
F -1.37782 6.46152 -3.96716
C -0.59514 5.93454 -4.91813
C 0.39312 5.02286 -4.56340
C 1.20490 4.47003 -5.55384
C 1.02626 4.84380 -6.88807
C 0.03488 5.76348 -7.23344
C -0.78394 6.30756 -6.24422
H 0.52267 4.75081 -3.52098
H 1.97527 3.75051 -5.28781
H 1.66259 4.41573 -7.65970
H -0.09957 6.05598 -8.27203
H -1.56525 7.01696 -6.49608
F 5.22218 3.32515 -1.37625
C 6.00486 2.79818 -2.32722
C 6.99312 1.88650 -1.97249
C 7.80490 1.33366 -2.96293
C 7.62626 1.70743 -4.29716
C 6.63488 2.62712 -4.64253
C 5.81606 3.17119 -3.65331
H 7.12267 1.61445 -0.93007
H 8.57527 0.61414 -2.69690
H 8.26259 1.27937 -5.06879
H 6.50043 2.91962 -5.68112
H 5.03475 3.88059 -3.90517
F -4.12893 -5.31814 -1.10695
C -4.95817 -4.27027 -1.01225
C -4.43235 -2.98392 -0.96260
C -5.29560 -1.89230 -0.86917
C -6.67607 -2.10016 -0.81539
C -7.19391 -3.39542 -0.86078
C -6.33097 -4.48602 -0.96546
H -3.35708 -2.84232 -0.99714
H -4.89484 -0.88218 -0.83757
H -7.34880 -1.24868 -0.73802
H -8.26849 -3.55494 -0.81462
H -6.71682 -5.49902 -1.01093
F 3.98310 -1.82427 8.64681
C 2.71715 -1.48191 8.37339
C 1.73446 -1.66656 9.33978
C 0.41711 -1.30546 9.05735
C 0.09498 -0.77331 7.80642
C 1.08754 -0.59654 6.84128
C 2.40656 -0.94730 7.12798
H 2.00193 -2.08904 10.30281
H -0.35715 -1.43858 9.80884
H -0.93343 -0.49596 7.58499
H 0.83371 -0.18601 5.86694
H 3.19211 -0.80832 6.39265
F 6.30992 -4.16184 -4.92051
C 5.37797 -4.35830 -3.97844
C 5.33682 -5.57091 -3.29908
C 4.36987 -5.77400 -2.31452
C 3.44704 -4.76509 -2.02771
C 3.49336 -3.55332 -2.71864
C 4.46733 -3.34646 -3.69518
H 6.05653 -6.34605 -3.54121
H 4.33417 -6.71559 -1.77223
H 2.69022 -4.92559 -1.26283
H 2.77148 -2.77109 -2.49655
H 4.52336 -2.40736 -4.23561
F -8.26605 -4.71619 -3.66940
C -9.25952 -5.58567 -3.44219
C -10.55112 -5.27060 -3.84983
C -11.58493 -6.17785 -3.61806
C -11.31714 -7.38659 -2.97076
C -10.01830 -7.69148 -2.56089
C -8.98291 -6.78899 -2.80280
H -10.74163 -4.32336 -4.34369
H -12.59680 -5.94435 -3.93984
H -12.12458 -8.09197 -2.78620
H -9.81303 -8.63107 -2.05360
H -7.96593 -7.01381 -2.49894



45
Properties=species:S:1:pos:R:3 method="wB97M-V/def2-TZVPD" lumo_energy_ha="0.184 / 0.183" total_charge=-2 orbital_gap_ev="4.631 / 4.562" e_above_lowest_ev=16.852 energy_ha=-3140.591151 homo_energy_ev="0.37 / 0.43" s_squared=0.753 multiplicity=2
Cu -0.33764 0.01923 0.69911
O -2.84653 -2.24677 2.39292
C -2.02774 -1.78636 1.38120
O -2.23349 -2.11911 0.20883
O -1.13502 -0.97484 1.66939
H -3.43704 -2.87472 1.97033
O 2.39275 2.17665 -0.53552
C 1.10289 2.14362 -0.13934
O 0.60058 3.19650 0.34879
O 0.58800 1.03830 0.07794
H 2.43987 1.26394 -0.82933
O 1.58463 1.55833 3.42636
C 0.44618 1.57748 2.76813
O -0.14826 2.60497 2.59903
O 0.19592 0.48619 2.29150
H 1.60299 0.62073 3.22101
O -3.35810 2.04507 -0.10168
C -2.18905 1.88741 0.42687
O -1.62645 2.83150 0.91856
O -1.63447 0.81808 0.48637
H -3.48886 1.16793 -0.46927
C 0.87906 1.47253 -4.00845
O 0.38122 0.47313 -3.11479
C -0.80747 0.66438 -2.38851
C -1.24971 -0.65559 -1.84875
N -0.50246 -1.10532 -0.71286
C 0.89708 -1.61461 -0.81839
C 1.57667 -2.08509 0.50970
O 1.36752 -1.21290 1.58253
C 2.07929 -1.57927 2.76477
H 0.83816 2.48072 -3.59617
H 0.30321 1.50162 -4.93346
H 1.88421 1.24813 -4.36542
H -1.60872 0.89517 -3.09053
H -0.83617 1.54115 -1.74156
H -1.29088 -1.45680 -2.58664
H -2.26220 -0.52582 -1.46648
H -0.98862 -1.97433 -0.54384
H 1.51692 -0.78008 -1.14622
H 0.90362 -2.35076 -1.62223
H 2.58212 -2.39917 0.22947
H 0.99529 -2.98015 0.73100
H 3.16267 -1.49806 2.67653
H 1.83265 -2.59014 3.08944
H 1.85539 -0.90287 3.58965



86
Properties=species:S:1:pos:R:3 method="wB97M-V/def2-TZVPD" lumo_energy_ha=-0.419 total_charge=+2 orbital_gap_ev=2.399 energy_ha=-2873.291761 homo_energy_ev=-13.81
C -9.47341 -4.84644 6.93114
C -8.50872 -3.98249 6.11410
C -7.18554 -4.69396 5.76644
C -6.83350 -4.58665 4.28025
C -5.33055 -4.67980 4.01023
C -4.87175 -3.78261 2.84630
C -3.46919 -3.19148 3.04693
C -2.40224 -3.95714 2.24953
C -2.19193 -3.31939 0.85672
C -1.29737 -2.10524 0.88966
C 0.06769 -2.27356 1.53456
C 0.89963 -1.00532 1.29765
C 2.30424 -1.33163 0.84338
C 3.09507 -0.10457 0.36876
C 2.53873 0.31220 -0.96927
C 3.09960 1.59559 -1.72448
C 4.38933 1.10287 -2.41335
F 4.09581 0.94891 -3.74926
F 4.70042 -0.14731 -2.00157
C 5.72376 1.92436 -2.32511
F 5.63502 3.00903 -1.54362
F 6.65850 1.13248 -1.75955
C 6.34322 2.33254 -3.71175
F 6.72926 1.23332 -4.38618
F 5.49111 3.07654 -4.43914
F 7.43164 3.08738 -3.42095
C 3.03458 2.76137 -0.73283
C 3.38393 4.23465 -1.08556
C 3.73356 4.64151 -2.53329
C 2.70117 5.58234 -3.14743
C 2.85685 5.77263 -4.64843
O 4.18966 5.52435 -5.02689
C 4.38010 5.63877 -6.43138
O 1.61361 2.75973 -0.42047
C 0.99757 2.76683 -1.63389
O -0.03879 3.33841 -1.89418
C 1.83935 1.87460 -2.59201
P 1.78493 2.57752 -4.30136
S 0.93796 1.19407 -5.44371
H -9.26206 -5.90263 6.82482
H -10.49693 -4.66492 6.63042
H -9.42165 -4.59887 7.98314
H -8.26473 -3.11361 6.71116
H -8.98871 -3.65541 5.20128
H -7.25029 -5.73666 6.04946
H -6.38063 -4.23681 6.33081
H -7.23347 -3.64544 3.91740
H -7.32986 -5.37841 3.72880
H -5.05737 -5.70695 3.80263
H -4.80305 -4.37679 4.90860
H -5.57884 -2.96912 2.75774
H -4.90845 -4.35688 1.92462
H -3.49837 -2.14334 2.76543
H -3.19258 -3.26561 4.09066
H -1.47518 -4.01810 2.79874
H -2.78754 -4.94729 2.04911
H -1.84472 -4.04226 0.12820
H -3.17320 -2.99510 0.52671
H -1.81282 -1.23239 1.27447
H -1.05811 -1.86299 -0.23343
H -0.06748 -2.39923 2.60039
H 0.51679 -3.14108 1.06472
H 0.32634 -0.40548 0.57141
H 0.93617 -0.41449 2.20605
H 2.28699 -2.07453 0.03830
H 2.82367 -1.79872 1.66984
H 4.13762 -0.39007 0.33800
H 2.95257 0.66143 1.11911
H 2.55016 -0.51410 -1.68683
H 1.45518 0.54192 -0.79122
H 3.57950 2.56988 0.17593
H 4.21553 4.50756 -0.45377
H 2.57779 4.87000 -0.74663
H 4.65595 5.19988 -2.50450
H 3.95066 3.77352 -3.14168
H 2.81911 6.54811 -2.67475
H 1.67460 5.28104 -2.94247
H 2.18102 5.14538 -5.24095
H 2.58532 6.79706 -4.89383
H 5.29446 6.17479 -6.63418
H 3.57358 6.18886 -6.90443
H 4.39789 4.65071 -6.87992
H 1.39107 0.91723 -2.78223
H 0.98873 3.72315 -4.28323
H 3.04281 2.92479 -4.80152
Hg -0.08080 -0.90245 -1.29236



What are the F_max values for these records? In order: 9.692, 16.699, 2.233 eV/Å.